#1
{"formula": "C3H10NS", "method": "ωB97M-V/def2-TZVPD", "e_homo_ev": -13.93, "mol_weight_g_mol": 92.19, "total_charge": 1, "spin_multiplicity": 1, "symbols": ["C", "C", "C", "S", "N", "H", "H", "H", "H", "H", "H", "H", "H", "H", "H"], "xyz": [[-1.683, 0.257, 0.289], [-0.282, 0.256, -0.369], [0.318, -1.209, -0.425], [1.998, -0.975, -1.023], [0.658, 1.169, 0.379], [-2.679, -0.121, -0.174], [-1.521, -0.148, 1.337], [-1.869, 1.343, 0.533], [-0.325, 0.607, -1.402], [-0.296, -1.794, -1.092], [0.322, -1.566, 0.601], [2.534, -1.952, -0.393], [1.649, 0.679, 0.437], [0.475, 1.355, 1.286], [0.702, 2.099, 0.014]]}

=====

#2
{"formula": "C3H10NS", "method": "ωB97M-V/def2-TZVPD", "e_homo_ev": -13.12, "mol_weight_g_mol": 92.19, "total_charge": 1, "spin_multiplicity": 1, "symbols": ["C", "C", "C", "N", "S", "H", "H", "H", "H", "H", "H", "H", "H", "H", "H"], "xyz": [[-1.205, -1.215, -0.493], [1.567, -0.329, 0.053], [-0.614, 0.076, -0.801], [-1.034, 1.094, -0.044], [1.719, 0.545, 1.439], [-1.181, -1.374, 0.613], [-0.911, -2.107, -1.078], [-2.296, -1.178, -0.633], [1.677, -1.455, 0.239], [2.414, -0.049, -0.616], [-0.175, 0.360, -1.809], [0.209, 1.109, 1.603], [-1.471, 0.807, 0.823], [-0.716, 1.983, -0.344], [2.016, 1.734, 1.047]]}

=====

Which structure is the least stable? The one labeled #2.

=====

#1
{"formula": "C3H7N2S", "method": "ωB97M-V/def2-TZVPD", "e_homo_ev": -13.29, "mol_weight_g_mol": 103.17, "total_charge": 1, "spin_multiplicity": 1, "symbols": ["C", "C", "C", "N", "N", "S", "H", "H", "H", "H", "H", "H", "H"], "xyz": [[0.171, -0.731, -0.915], [-1.948, -1.093, -0.102], [0.171, 0.750, -0.329], [-0.852, -1.409, -0.688], [1.562, 0.701, 0.695], [-1.242, 1.256, 0.438], [1.136, -0.942, -1.312], [-2.977, -0.755, -0.486], [-2.097, -1.690, 0.902], [0.495, 1.496, -1.111], [1.538, 0.085, 1.526], [1.574, 1.660, 1.062], [2.468, 0.674, 0.320]]}

=====

#2
{"formula": "C3H7N2S", "method": "ωB97M-V/def2-TZVPD", "e_homo_ev": [-13.24, -13.64], "mol_weight_g_mol": 103.17, "total_charge": 1, "spin_multiplicity": 1, "symbols": ["C", "C", "C", "N", "N", "S", "H", "H", "H", "H", "H", "H", "H"], "xyz": [[-0.235, -0.495, 1.443], [1.461, 0.103, -1.227], [0.591, 1.129, -1.628], [-1.320, -1.195, 1.593], [1.288, -0.697, -0.187], [2.964, -0.412, -1.924], [-0.286, 0.498, 2.065], [0.104, 1.553, -0.734], [1.066, 2.000, -2.086], [-0.237, 0.807, -2.312], [-2.029, -0.858, 2.152], [-1.312, -2.087, 1.171], [1.918, -1.368, 0.228]]}

=====

Which structure is the least stable? The one labeled #2.

=====

#1
{"formula": "CHNO3", "method": "ωB97M-V/def2-TZVPD", "e_homo_ev": [-10.64, -10.64], "mol_weight_g_mol": 75.02, "total_charge": 0, "spin_multiplicity": 1, "symbols": ["N", "C", "O", "O", "O", "H"], "xyz": [[0.884, 0.940, -0.015], [-0.834, -0.491, 0.015], [0.439, 0.257, -1.025], [-0.457, 0.051, 1.065], [-1.631, -1.132, -0.527], [1.599, 0.374, 0.488]]}

=====

#2
{"formula": "CHNO3", "method": "ωB97M-V/def2-TZVPD", "e_homo_ev": [-9.67, -9.67], "mol_weight_g_mol": 75.02, "total_charge": 0, "spin_multiplicity": 1, "symbols": ["C", "N", "O", "O", "O", "H"], "xyz": [[-1.252, 0.129, -0.546], [0.972, 0.019, 0.800], [-0.998, 0.370, -1.606], [-1.444, -0.080, 0.593], [1.656, 0.599, -0.035], [1.066, -1.037, 0.795]]}

=====

#3
{"formula": "CHNO3", "method": "ωB97M-V/def2-TZVPD", "e_homo_ev": -10.72, "mol_weight_g_mol": 75.02, "total_charge": 0, "spin_multiplicity": 1, "symbols": ["C", "N", "O", "O", "O", "H"], "xyz": [[-0.797, 0.085, 0.103], [0.296, 0.870, -0.464], [-1.946, 0.236, -0.133], [1.362, -0.937, 0.012], [1.359, 0.241, -0.476], [-0.274, -0.496, 0.958]]}

=====

Which structure is the least stable? The one labeled #3.

=====

#1
{"formula": "CH4N2", "method": "ωB97M-V/def2-TZVPD", "e_homo_ev": -9.75, "mol_weight_g_mol": 44.06, "total_charge": 0, "spin_multiplicity": 1, "symbols": ["N", "C", "N", "H", "H", "H", "H"], "xyz": [[-0.859, -0.273, -0.333], [0.483, -0.378, 0.024], [1.323, 0.573, 0.068], [-1.505, -0.710, 0.305], [-1.062, 0.687, -0.575], [0.781, -1.368, 0.366], [0.839, 1.468, 0.144]]}

=====

#2
{"formula": "CH4N2", "method": "ωB97M-V/def2-TZVPD", "e_homo_ev": -13.25, "mol_weight_g_mol": 44.06, "total_charge": 0, "spin_multiplicity": 1, "symbols": ["C", "H", "H", "H", "H", "N", "N"], "xyz": [[0.895, -0.704, 0.155], [1.880, -1.000, -0.204], [0.466, 0.006, -0.541], [0.995, -0.230, 1.139], [0.231, -1.572, 0.231], [-2.553, 2.198, -0.380], [-1.914, 1.302, -0.400]]}

=====

#3
{"formula": "CH4N2", "method": "ωB97M-V/def2-TZVPD", "e_homo_ev": -9.55, "mol_weight_g_mol": 44.06, "total_charge": 0, "spin_multiplicity": 1, "symbols": ["C", "N", "N", "H", "H", "H", "H"], "xyz": [[0.601, -0.225, -0.102], [-0.227, 0.751, 0.527], [-0.823, -0.356, -0.283], [1.179, 0.368, -0.853], [1.091, -1.153, 0.394], [-0.600, 0.601, 1.507], [-1.221, 0.014, -1.189]]}

=====

Which structure is the least stable? The one labeled #3.

=====

#1
{"formula": "C2H7OS", "method": "ωB97M-V/def2-TZVPD", "e_homo_ev": -1.03, "mol_weight_g_mol": 79.14, "total_charge": -1, "spin_multiplicity": 1, "symbols": ["O", "H", "C", "S", "C", "H", "H", "H", "H", "H", "H"], "xyz": [[-2.532, -4.772, 1.329], [-2.410, -5.056, 0.461], [0.780, 3.271, -0.645], [0.779, 2.209, 0.562], [1.253, 0.541, -0.187], [-0.051, 3.208, -1.351], [1.551, 4.002, -0.729], [-3.248, -4.145, 1.626], [0.313, 0.168, -0.518], [1.772, 0.614, -1.169], [1.794, -0.039, 0.620]]}

=====

#2
{"formula": "C2H7OS", "method": "ωB97M-V/def2-TZVPD", "e_homo_ev": -2.27, "mol_weight_g_mol": 79.14, "total_charge": -1, "spin_multiplicity": 1, "symbols": ["C", "S", "H", "H", "H", "H", "C", "O", "H", "H", "H"], "xyz": [[-1.428, -0.939, -0.367], [-2.631, 0.048, 0.668], [-0.517, -0.349, -0.447], [-1.847, -1.144, -1.348], [-1.166, -1.844, 0.164], [-1.745, 1.035, 0.836], [1.861, 0.631, 0.099], [1.461, -0.661, 0.089], [2.610, 0.920, 0.887], [1.006, 1.326, 0.243], [2.396, 0.978, -0.824]]}

=====

#3
{"formula": "C2H7OS", "method": "ωB97M-V/def2-TZVPD", "e_homo_ev": -2.56, "mol_weight_g_mol": 79.14, "total_charge": -1, "spin_multiplicity": 1, "symbols": ["C", "S", "H", "H", "H", "H", "C", "O", "H", "H", "H"], "xyz": [[-1.728, 1.232, -1.301], [-1.317, -0.633, -1.147], [-0.797, 1.873, -1.340], [-2.205, 1.751, -0.468], [-2.215, 1.401, -2.258], [-0.019, -0.070, 1.085], [1.646, -1.127, 1.046], [0.781, -0.297, 1.762], [2.450, -1.544, 1.686], [2.215, -0.535, 0.337], [1.189, -2.053, 0.597]]}

=====

Which structure is the least stable? The one labeled #1.

=====

#1
{"formula": "C6H6N2OS", "method": "ωB97M-V/def2-TZVPD", "e_homo_ev": -8.20, "mol_weight_g_mol": 154.19, "total_charge": 0, "spin_multiplicity": 1, "symbols": ["C", "C", "C", "C", "C", "C", "N", "N", "O", "S", "H", "H", "H", "H", "H", "H"], "xyz": [[0.293, -0.585, -2.247], [-0.571, -0.566, -1.140], [1.132, 0.491, -2.162], [-0.160, 0.551, -0.440], [1.166, -0.729, 2.099], [-0.619, 1.281, 0.718], [0.139, -0.836, 2.653], [-1.665, 0.963, 1.452], [0.845, 1.159, -1.072], [-1.300, -1.095, 3.259], [0.293, -1.310, -2.981], [-1.345, -1.235, -0.986], [2.063, 0.591, -2.672], [1.920, -0.769, 1.271], [-0.005, 2.079, 0.985], [-2.188, 0.012, 1.262]]}

=====

#2
{"formula": "C6H6N2OS", "method": "ωB97M-V/def2-TZVPD", "e_homo_ev": [-6.75, -6.75], "mol_weight_g_mol": 154.19, "total_charge": 0, "spin_multiplicity": 1, "symbols": ["C", "C", "C", "C", "C", "C", "N", "N", "O", "S", "H", "H", "H", "H", "H", "H"], "xyz": [[0.314, -1.312, -0.564], [-0.576, 1.844, 0.797], [0.301, 1.214, -0.056], [-0.170, -0.122, -0.042], [-1.336, -2.535, 0.714], [1.398, 1.861, -0.885], [-0.336, -2.476, -0.146], [-1.317, -0.243, 0.720], [-1.423, 0.999, 1.332], [-2.715, -3.089, 1.311], [1.304, -1.582, -0.876], [-0.686, 2.816, 1.078], [1.322, 1.627, -1.956], [2.383, 1.428, -0.487], [1.330, 2.925, -0.731], [0.206, -3.356, -0.210]]}

=====

Which structure is the least stable? The one labeled #2.